Formula: C13H17OP
Source: OMol25
Level of theory: wB97M-V/def2-TZVPD

Last column: Mulliken charge in e.
Element x y z (Å)
C -0.6197 -2.0006 2.3074  -1.775
C -0.1939 -0.5404 2.2981  1.614
C 1.3147 -0.4081 2.2615  -1.639
C -0.7949 0.2177 3.4673  -1.797
P -1.1276 0.3088 0.6180  -0.124
O -0.1315 1.5778 0.3305  -0.286
C 0.7991 1.6952 -0.7633  0.168
C 1.5823 0.4447 -0.9806  -0.299
C 0.9073 -0.6948 -1.0230  -0.892
C -0.5396 -0.6495 -0.8388  0.740
C -1.3722 -0.8149 -1.8686  -0.466
C -0.8184 -0.8283 -3.2234  -0.563
C -0.2415 0.2713 -3.7127  -0.595
C -0.2772 1.6228 -3.1418  -0.303
C 0.0701 2.1976 -1.9920  -0.500
H -1.7008 -2.0888 2.2207  0.408
H -0.1650 -2.5423 1.4805  0.381
H -0.3144 -2.4768 3.2387  0.465
H 1.6168 0.6313 2.1653  0.291
H 1.7408 -0.9718 1.4374  0.302
H 1.7360 -0.7995 3.1871  0.520
H -0.5373 1.2740 3.4119  0.384
H -1.8797 0.1277 3.4625  0.436
H -0.4208 -0.1806 4.4117  0.443
H 1.4727 2.5015 -0.4394  0.401
H 2.6537 0.5168 -1.0776  0.387
H 1.3736 -1.6588 -1.1750  0.377
H -2.4473 -0.8182 -1.7451  0.360
H -0.9090 -1.7183 -3.8318  0.406
H 0.1203 0.2587 -4.7341  0.415
H -0.7172 2.3001 -3.8702  0.375
H -0.1794 3.2456 -1.8813  0.369

- max |F| (eV Å⁻¹) = 2.207
- SMILES = CC(C)(C)P1O[C@H]2C=C\C1=C/C=C\C=C/2
- electronic energy (Eh) = -922.05573
- relative energy (zero: lowest compared OMol25 entry of this formula, charge and spin) (kcal/mol) = 49.6


Formula: C13H17P
Source: OMol25
Level of theory: wB97M-V/def2-TZVPD

Last column: Mulliken charge in e.
Element x y z (Å)
C -1.8048 1.9691 1.7998  -1.555
C -1.7220 0.9469 0.6348  2.025
C -2.6317 1.0888 -0.4970  -1.521
C -0.8945 -0.0801 0.6990  -0.917
P 0.4831 -0.9098 1.5435  -0.474
C 1.9492 -0.1224 0.6695  0.196
C 2.1478 1.2232 0.2885  0.179
C 3.3162 1.6391 -0.2443  -0.465
C 4.3982 0.7492 -0.4526  -0.555
C 4.2069 -0.5607 -0.1257  -0.416
C 3.0766 -1.0073 0.4507  -0.509
C -0.7199 -1.4390 0.1604  0.849
C -0.0185 -1.6105 -1.1901  -1.576
C -1.5635 -2.6436 0.4948  -1.554
H -2.7781 2.0782 2.1014  0.505
H -1.2100 1.7117 2.7106  0.321
H -1.5630 3.0187 1.5964  0.361
H -3.5694 1.4401 -0.1591  0.415
H -2.2523 2.0000 -0.9385  0.351
H -2.5942 0.3136 -1.2248  0.394
H 1.1948 1.8321 0.2192  0.141
H 3.4936 2.6401 -0.4571  0.412
H 5.1260 1.1746 -1.0766  0.395
H 5.0463 -1.2606 -0.2436  0.295
H 2.9510 -2.0177 0.6287  0.400
H 0.5362 -2.6212 -1.0863  0.323
H 0.7374 -0.9448 -1.4459  0.390
H -0.7007 -1.7497 -1.9884  0.434
H -1.1278 -3.6765 0.4814  0.315
H -2.3847 -2.7325 -0.2005  0.387
H -2.0832 -2.3611 1.3737  0.451

- max |F| (eV Å⁻¹) = 4.025
- SMILES = CC(C)=C1P(c2ccccc2)C1(C)C
- electronic energy (Eh) = -846.80198
- relative energy (zero: lowest compared OMol25 entry of this formula, charge and spin) (kcal/mol) = 36.6


Formula: C13H18BFN2O3S
Source: OMol25
Level of theory: wB97M-V/def2-TZVPD

Last column: Mulliken charge in e.
Element x y z (Å)
C 3.2527 -1.1388 1.7954  -0.944
C 2.5433 -2.3252 1.1216  -0.148
O 2.7794 -2.4423 -0.2915  -0.622
B 2.2129 -1.4638 -1.0825  0.736
O 2.7455 -1.2943 -2.3507  -0.582
C 1.0131 -0.5121 -0.6359  0.003
C -0.2939 -1.1757 -0.4833  -1.081
C -1.3965 -0.5096 -0.0755  0.702
C -2.7397 -1.2261 0.1200  -0.938
C -3.8963 -0.4822 -0.6115  -0.548
C -5.1460 -0.2602 0.2832  -0.665
O -4.8704 0.6303 1.3575  -0.503
C -1.2229 0.9034 0.1928  0.341
N -2.1562 1.7376 0.5969  -0.312
S -1.5091 3.2096 0.8173  0.074
N -0.0002 2.8469 0.3641  -0.561
C 0.0830 1.5783 0.0351  0.823
C 1.2230 0.8066 -0.4006  -0.167
C 2.5940 1.4573 -0.5479  -0.345
C 2.4745 2.8930 -1.1617  -0.586
F 3.5883 3.1965 -1.9220  -0.362
H 4.2473 -0.9319 1.3749  0.266
H 2.6698 -0.2093 1.7918  0.156
H 3.3904 -1.4167 2.8548  0.420
H 2.9727 -3.2358 1.5709  0.355
H 1.4757 -2.3332 1.3916  0.191
H 3.7107 -1.3137 -2.2993  0.320
H -0.3430 -2.2455 -0.7027  0.376
H -2.9304 -1.3707 1.1953  0.411
H -2.6620 -2.2316 -0.3242  0.327
H -4.2143 -1.1094 -1.4616  0.403
H -3.6007 0.5012 -0.9936  0.321
H -5.8936 0.2326 -0.3690  0.313
H -5.5480 -1.1917 0.7006  0.350
H -4.8049 1.5280 1.0162  0.305
H 3.2668 0.9085 -1.2224  0.212
H 3.0999 1.5014 0.4315  0.290
H 1.5465 2.9005 -1.7539  0.351
H 2.3382 3.5883 -0.3216  0.319

- max |F| (eV Å⁻¹) = 1.866
- electronic energy (Eh) = -1364.38124